The following is a quantum chemistry calculation of a cluster of 2 separate species, C27H55BClN2O2 in total, from OMol25.

Values from the calculation:
- Gap between HOMO and LUMO: 8.2 eV
- Spin multiplicity: 1
- Charge: +1
- Highest occupied orbital energy: -10.52 eV
- DFT total energy: -49155.69919 eV

Atoms and positions in Å:
1 C 0.1011 -0.9165 7.0007
2 C 1.4570 -1.2200 6.8081
3 C 1.7833 -2.4708 5.8848
4 O 0.9126 -3.3399 5.7727
5 O 3.0284 -2.4656 5.2531
6 C 3.2263 -3.6390 4.4362
7 C 2.6697 -3.4616 2.9271
8 C 2.3243 -1.9431 2.6116
9 C 2.1011 -1.6508 1.0471
10 C 1.4518 -0.1833 0.8442
11 C -0.1376 -0.2978 0.9674
12 B -0.8554 0.7271 1.9856
13 C -2.4585 0.4848 2.2463
14 C -2.5230 -0.8474 3.1795
15 C -3.1484 -0.5551 4.6289
16 C -4.6263 -1.1792 4.7213
17 N -5.5515 -0.0356 5.0638
18 C -0.1718 1.9452 2.8012
19 Cl -0.5024 1.6526 4.6098
20 C -0.7816 3.3842 2.4659
21 C -0.3773 3.8811 0.9922
22 H -0.1909 0.1714 7.0909
23 H -0.7292 -1.6777 7.0734
24 H 2.2760 -0.6288 7.3139
25 H 2.8535 -4.6013 4.8933
26 H 4.3587 -3.7602 4.3299
27 H 1.7964 -4.1734 2.7381
28 H 3.4903 -3.7813 2.2119
29 H 3.2131 -1.2964 2.9263
30 H 1.3822 -1.5753 3.1417
31 H 1.4603 -2.4774 0.6126
32 H 3.1013 -1.6869 0.4949
33 H 1.7009 0.1837 -0.1996
34 H 1.9522 0.4730 1.6154
35 H -0.3607 -1.3545 1.3577
36 H -0.5940 -0.2790 -0.0857
37 H -2.9601 1.3749 2.7346
38 H -2.9102 0.2123 1.2317
39 H -1.4509 -1.2117 3.3727
40 H -3.0546 -1.7047 2.6585
41 H -2.5243 -1.0384 5.4373
42 H -3.2175 0.5602 4.7840
43 H -4.9622 -1.6914 3.7642
44 H -4.6357 -1.9783 5.5311
45 H -5.8980 0.3097 4.1604
46 H -6.3162 -0.3478 5.6671
47 H 0.9505 2.0370 2.7085
48 H -0.3096 4.1324 3.1920
49 H -1.8943 3.4149 2.6612
50 H -0.4075 3.0351 0.2230
51 H 0.6817 4.3050 1.0486
52 H -1.0534 4.7582 0.7074
53 C 2.2521 -1.6903 -6.2272
54 C 2.7498 -0.7092 -5.1739
55 C 1.8976 -0.6680 -3.9047
56 C 0.4596 -0.1626 -4.0049
57 N 0.2379 1.2654 -4.5202
58 C -0.9674 1.8941 -3.8131
59 C -0.4397 2.3531 -2.4689
60 C 0.9896 2.7934 -2.7429
61 C 1.3577 2.2394 -4.1108
62 C 0.0390 1.3109 -6.0373
63 C -1.3443 0.9193 -6.5659
64 C -1.7905 -0.5282 -6.4072
65 H 1.2542 -1.4346 -6.5880
66 H 2.9241 -1.6827 -7.0881
67 H 2.2196 -2.7086 -5.8336
68 H 2.8493 0.2855 -5.6180
69 H 3.7615 -1.0115 -4.8865
70 H 2.4290 -0.1029 -3.1317
71 H 1.8439 -1.6893 -3.5097
72 H 0.0204 -0.2140 -3.0068
73 H -0.1185 -0.8367 -4.6303
74 H -1.2888 2.7532 -4.4065
75 H -1.7716 1.1600 -3.7372
76 H -0.4476 1.5349 -1.7435
77 H -1.0451 3.1564 -2.0476
78 H 1.6650 2.4298 -1.9654
79 H 1.0698 3.8826 -2.7451
80 H 2.3295 1.7562 -4.1315
81 H 1.3741 3.0527 -4.8380
82 H 0.8284 0.7167 -6.4948
83 H 0.2036 2.3486 -6.3379
84 H -1.3301 1.1333 -7.6400
85 H -2.1163 1.5752 -6.1554
86 H -1.0152 -1.2271 -6.7282
87 H -2.6713 -0.7138 -7.0259
88 H -2.0785 -0.7538 -5.3781

---

The following is a quantum chemistry calculation of a structure of composition C27H55CeCl2NP2, from OMol25.

Values from the calculation:
- Expectation value of S²: 0.752
- Gap between HOMO and LUMO (alpha / beta): 6.2 / 6.1 eV
- Spin multiplicity: 2
- Charge: -1
- Highest occupied orbital energy (alpha / beta): -3.51 / -3.45 eV
- DFT total energy: -86934.19498 eV

Atoms and positions in Å:
1 Ce 0.1866 -0.4674 -0.4443
2 Cl 1.2277 0.6719 -2.5251
3 P -1.0265 -3.0502 -1.1172
4 C 0.1138 -4.1124 -2.1533
5 C -1.2566 -4.0431 0.4766
6 C -2.6310 -3.1230 -2.0602
7 C 1.5715 -3.6048 -2.1223
8 H -0.2696 -3.9700 -3.1831
9 C 0.0097 -5.6059 -1.7998
10 H 0.3247 -5.7888 -0.7636
11 H 0.6673 -6.1923 -2.4553
12 H -1.0048 -5.9950 -1.9328
13 H 1.6667 -2.5668 -2.4889
14 H 2.1813 -4.2412 -2.7819
15 H 2.0119 -3.6642 -1.1110
16 H -2.3162 -2.7335 -3.0470
17 C -3.7379 -2.1801 -1.5364
18 C -3.1143 -4.5714 -2.2228
19 H -2.4151 -5.1655 -2.8290
20 H -4.0854 -4.5788 -2.7370
21 H -3.2547 -5.0562 -1.2453
22 H -3.3408 -1.2104 -1.2049
23 H -4.3130 -2.6356 -0.7181
24 H -4.4356 -1.9785 -2.3663
25 C -0.0038 -3.9185 1.3658
26 H -1.3785 -5.0981 0.1715
27 C -2.5266 -3.6077 1.2212
28 H 0.9494 -4.0705 0.8338
29 H -0.0414 -4.6905 2.1516
30 H 0.0390 -2.9476 1.8934
31 H -2.5645 -2.5133 1.3580
32 H -2.5419 -4.0781 2.2158
33 H -3.4432 -3.9395 0.7177
34 Cl -1.6027 0.7406 1.0601
35 H -1.2050 -0.7189 -1.6162
36 P 0.0159 4.4743 -1.2276
37 C -1.0250 4.7023 -2.7013
38 C -0.5726 5.2547 0.3231
39 C 1.8025 4.4933 -1.5745
40 C -2.0266 3.5307 -2.8064
41 H -0.2920 4.6058 -3.5208
42 C -1.7070 6.0630 -2.8121
43 H -2.3626 6.2648 -1.9536
44 H -2.3229 6.0671 -3.7205
45 H -0.9719 6.8785 -2.8896
46 H -1.5295 2.5639 -2.6542
47 H -2.4619 3.5504 -3.8121
48 H -2.8501 3.6321 -2.0862
49 H 1.8429 4.1090 -2.6099
50 C 2.5568 3.4809 -0.6721
51 C 2.3839 5.9051 -1.5764
52 H 2.0100 6.4765 -2.4388
53 H 3.4821 5.8490 -1.6523
54 H 2.1191 6.4621 -0.6683
55 H 1.8748 2.8369 -0.0966
56 H 3.2430 3.9725 0.0328
57 H 3.1407 2.8028 -1.3110
58 C -2.0081 4.7695 0.5975
59 H -0.5549 6.3392 0.1322
60 C 0.3454 4.9339 1.5173
61 H -2.7178 5.1033 -0.1689
62 H -2.3321 5.1570 1.5695
63 H -2.0213 3.6740 0.6542
64 H 0.4015 3.8531 1.6732
65 H -0.0908 5.3663 2.4223
66 H 1.3607 5.3263 1.3950
67 C -0.8146 -1.2628 4.4290
68 N 0.4157 -1.5926 3.7071
69 C 1.2499 -2.5194 4.4697
70 C 1.1342 -0.3854 3.2916
71 C 2.2746 -0.6831 2.3571
72 C 3.5532 -0.8425 2.9144
73 C 4.6419 -1.1630 2.0935
74 C 4.4668 -1.2700 0.7145
75 C 3.1894 -1.0868 0.1442
76 C 2.1121 -0.7941 0.9668
77 H -1.3500 -2.1864 4.6941
78 H -1.4592 -0.6449 3.7871
79 H -0.6076 -0.6983 5.3632
80 H 2.0894 -2.8672 3.8534
81 H 1.6629 -2.0602 5.3886
82 H 0.6402 -3.3880 4.7604
83 H 0.3967 0.2737 2.8134
84 H 1.5378 0.1287 4.1862
85 H 3.6824 -0.7340 4.0013
86 H 5.6187 -1.3353 2.5577
87 H 5.3143 -1.5179 0.0761
88 H 3.0784 -1.1635 -0.9369

---

The following is a quantum chemistry calculation of a cluster of 2 separate species, C27H56BN3O8PS in total, from OMol25.

Values from the calculation:
- Gap between HOMO and LUMO: 8.2 eV
- Spin multiplicity: 1
- Charge: +1
- Highest occupied orbital energy: -11.02 eV
- DFT total energy: -70552.74955 eV

Atoms and positions in Å:
1 C 7.5697 -3.3165 1.3324
2 O 7.9539 -2.0204 0.9461
3 C 6.9449 -1.3226 0.2457
4 C 7.5459 -0.0440 -0.3354
5 C 7.1978 1.2444 0.4216
6 C 6.0461 2.0521 -0.1675
7 C 4.6457 1.5098 0.1178
8 C 3.5529 2.3730 -0.5419
9 C 2.3995 2.7368 0.3901
10 C 1.4288 1.5848 0.6442
11 C 0.2099 2.0287 1.4535
12 C -0.5252 0.8957 2.1661
13 C -1.5745 0.1302 1.3483
14 N -2.6624 0.9056 0.6946
15 C -3.5700 1.5955 1.3066
16 C -3.6889 1.7111 2.7830
17 C -4.9573 1.0375 3.3693
18 C -5.4428 -0.1980 2.6346
19 O -4.5139 -1.2475 2.9541
20 C -4.7105 -2.4137 2.2950
21 C -3.5923 -3.3875 2.5039
22 O -5.6889 -2.5994 1.6444
23 C -4.4469 2.2771 0.3217
24 C -5.8634 2.6832 0.6967
25 C -4.2836 1.4694 -0.9968
26 C -4.3710 2.4095 -2.1861
27 C -2.9015 0.7845 -0.7720
28 P -3.2844 -1.0435 -1.0957
29 N -4.3087 -1.2912 -2.2346
30 B -1.7515 1.2381 -1.7933
31 O -0.9633 2.2666 -1.3752
32 N -1.6268 0.5978 -3.0955
33 C -1.6803 1.5078 -4.2449
34 C -0.3973 -0.2110 -3.1684
35 H 7.4266 -3.9642 0.4578
36 H 8.3696 -3.7291 1.9434
37 H 6.6401 -3.3023 1.9155
38 H 6.5358 -1.9670 -0.5462
39 H 6.1216 -1.0881 0.9373
40 H 8.6261 -0.1902 -0.3501
41 H 7.2288 0.0582 -1.3780
42 H 8.0761 1.8925 0.4489
43 H 6.9671 0.9874 1.4616
44 H 6.0909 3.0825 0.1979
45 H 6.1732 2.1107 -1.2558
46 H 4.4893 1.5050 1.2027
47 H 4.5722 0.4728 -0.2232
48 H 3.1370 1.8380 -1.4044
49 H 4.0066 3.2830 -0.9412
50 H 1.8358 3.5750 -0.0352
51 H 2.8049 3.0673 1.3519
52 H 1.9428 0.8013 1.2139
53 H 1.1480 1.1386 -0.3157
54 H 0.5754 2.7207 2.2192
55 H -0.4779 2.6001 0.8315
56 H -0.9466 1.2503 3.1032
57 H 0.2151 0.1388 2.4432
58 H -2.0829 -0.5831 2.0024
59 H -1.0803 -0.4459 0.5649
60 H -3.6741 2.7767 3.0303
61 H -2.8323 1.2670 3.2730
62 H -4.6933 0.7071 4.3744
63 H -5.7744 1.7495 3.4708
64 H -6.4444 -0.4667 2.9734
65 H -5.5013 -0.0951 1.5477
66 H -3.9484 -4.2081 3.1265
67 H -2.7226 -2.9291 2.9664
68 H -3.3240 -3.7978 1.5295
69 H -3.9008 3.2259 0.1559
70 H -6.5641 1.8468 0.6453
71 H -6.2177 3.4475 0.0079
72 H -5.9106 3.1005 1.7025
73 H -5.1092 0.7530 -1.0154
74 H -5.2872 2.9998 -2.1203
75 H -3.5239 3.0985 -2.2026
76 H -4.4359 1.8582 -3.1228
77 H -3.8058 -1.3405 0.1794
78 H -2.0483 -1.6990 -1.1321
79 H -3.9629 -1.8814 -2.9808
80 H -0.1732 2.4013 -1.9181
81 H -0.9140 2.2949 -4.2087
82 H -2.6635 1.9600 -4.3411
83 H -1.5017 0.9310 -5.1543
84 H -0.5182 -1.0103 -3.9036
85 H 0.4672 0.3868 -3.4945
86 H -0.1554 -0.6623 -2.2042
87 C 2.4146 -4.2748 -2.2400
88 C 2.4153 -5.0715 -0.9498
89 O 1.4541 -4.3722 -0.1287
90 S 0.2852 -3.8066 -1.0312
91 O -0.8420 -4.6644 -1.0183
92 O 0.1158 -2.4257 -0.7091
93 O 1.0239 -3.9357 -2.4269
94 H 2.9914 -3.3536 -2.1522
95 H 2.7498 -4.8456 -3.1003
96 H 3.3727 -5.0641 -0.4398
97 H 2.0744 -6.0963 -1.0964

---

The following is a quantum chemistry calculation of a cluster of 6 separate species, C27H56BrN7O8 in total, from OMol25.

Values from the calculation:
- Structure (SMILES): CC(=O)N(C)CCCC[C@@H]1OC(=O)[C@H](CN)[C@H]1Br.CNC(C)=O.CNC(C)=O.CNC(C)=O.CNC(C)=O.CNC(C)=O
- Gap between HOMO and LUMO: 9.5 eV
- Spin multiplicity: 1
- Charge: 0
- Energy relative to the best compared isomer or geometry (same formula, charge and spin): 21.7 kcal per mole
- Highest occupied orbital energy: -8.95 eV
- DFT total energy: -125761.28411 eV

Atoms and positions in Å:
1 C 2.4243 -1.1958 2.0740
2 C 1.8611 0.1815 2.3746
3 O 1.6634 0.5007 3.4845
4 N 1.5245 1.0843 1.2908
5 C 2.7191 1.1733 0.4104
6 C 0.3840 0.4303 0.5991
7 C -0.6495 1.4362 0.0744
8 C -2.0921 0.9183 0.2149
9 C -3.0092 1.9117 0.9294
10 C -4.5011 1.4804 1.0582
11 O -4.7890 1.1737 2.4295
12 C -4.1327 -0.0171 2.6166
13 O -3.3969 -0.2215 3.4725
14 C -4.5962 -0.9189 1.4666
15 C -3.6967 -2.0836 1.0823
16 N -4.4707 -3.3258 0.9218
17 C -4.8611 0.1614 0.3872
18 Br -6.8229 0.0819 0.0624
19 H 3.4168 -1.3177 2.4830
20 H 1.7446 -1.9091 2.5253
21 H 2.4588 -1.4039 1.0099
22 H 3.5977 1.0167 1.0347
23 H 2.7426 0.4452 -0.3952
24 H 2.8041 2.1907 0.0420
25 H 0.6984 -0.2653 -0.1830
26 H -0.1266 -0.1688 1.3546
27 H -0.5136 2.4141 0.5213
28 H -0.4401 1.5567 -0.9866
29 H -2.1004 -0.0270 0.7494
30 H -2.4534 0.7011 -0.7881
31 H -2.6017 2.0466 1.9280
32 H -2.9677 2.8560 0.3927
33 H -5.0336 2.3499 0.6832
34 H -5.5552 -1.2752 1.8277
35 H -2.9940 -2.2359 1.8999
36 H -3.1429 -1.8107 0.1869
37 H -5.4631 -3.1329 0.8502
38 H -4.1869 -3.8128 0.0833
39 H -4.4367 -0.0166 -0.5802
40 C 6.3053 3.0988 -3.4402
41 N 5.2855 2.0928 -3.1980
42 C 5.2870 1.0999 -2.2720
43 C 6.4843 1.0038 -1.3603
44 O 4.3456 0.3226 -2.1950
45 H 5.8712 4.0912 -3.3074
46 H 6.6629 3.0099 -4.4671
47 H 7.1445 2.9836 -2.7630
48 H 4.4576 2.1031 -3.7733
49 H 6.3446 0.1683 -0.6802
50 H 7.3943 0.8331 -1.9389
51 H 6.5908 1.9163 -0.7726
52 C 8.8879 -1.9302 -5.3858
53 N 9.1784 -0.9173 -4.3871
54 C 9.8981 0.2276 -4.5291
55 C 10.4887 0.5166 -5.8880
56 O 10.0517 0.9840 -3.5821
57 H 7.8071 -2.0208 -5.5046
58 H 9.2823 -2.8909 -5.0510
59 H 9.3306 -1.6793 -6.3436
60 H 8.8146 -1.0493 -3.4561
61 H 11.0292 1.4571 -5.8402
62 H 11.1849 -0.2714 -6.1777
63 H 9.7003 0.6046 -6.6367
64 C -7.6595 -3.4077 -4.0714
65 N -7.3788 -3.5259 -2.6531
66 C -8.2161 -3.9173 -1.6554
67 C -9.6309 -4.2852 -2.0306
68 O -7.8188 -3.9627 -0.5021
69 H -6.9854 -4.0601 -4.6295
70 H -7.4884 -2.3775 -4.3888
71 H -8.6846 -3.6823 -4.2956
72 H -6.4528 -3.2942 -2.3291
73 H -10.1663 -4.5713 -1.1304
74 H -10.1401 -3.4334 -2.4833
75 H -9.6363 -5.1286 -2.7225
76 C -6.2279 7.4674 0.8557
77 N -6.0613 6.2103 0.1494
78 C -5.7187 5.0012 0.6553
79 C -5.4695 4.9059 2.1416
80 O -5.6207 4.0296 -0.0855
81 H -7.2469 7.8297 0.7112
82 H -5.5352 8.2048 0.4474
83 H -6.0392 7.3525 1.9173
84 H -6.2129 6.1994 -0.8476
85 H -5.2080 3.8819 2.3949
86 H -4.6438 5.5569 2.4317
87 H -6.3674 5.1801 2.6961
88 C 3.1493 -2.1316 5.7799
89 N 3.4387 -3.3778 5.0900
90 C 3.8877 -4.5502 5.6112
91 C 4.1284 -4.6035 7.1010
92 O 4.0841 -5.5148 4.8887
93 H 2.1031 -1.8708 5.6161
94 H 3.7779 -1.3430 5.3635
95 H 3.3364 -2.2144 6.8451
96 H 3.2988 -3.4127 4.0922
97 H 4.4816 -5.5967 7.3614
98 H 4.8870 -3.8757 7.3920
99 H 3.2034 -4.4081 7.6449

---

no.,largest force on an atom (eV Å⁻¹)
1,2.938
2,3.635
3,1.345
4,4.397